Density functional theory data (ωB97M-V with the def2-TZVPD basis set) for a 2-piece molecular cluster, C6H13N2O3P overall.

**Charge**: 0
**Multiplicity**: 1
**M**: 192.155 g mol⁻¹
**Gap between HOMO and LUMO (spin up / spin down)**: 7.938 / 6.227 eV

Geometry as XYZ:
```
25
Properties=species:S:1:pos:R:3:mulliken_charge:R:1
C -3.8996 -0.1669 -0.6912 0.29
C 2.6392 1.3831 -0.6657 -0.80
C -1.0911 -2.5765 -0.2512 -1.11
C 1.1959 1.9491 -0.9363 -0.31
C 0.2990 -2.1137 0.0497 -0.24
C -3.4080 0.8015 0.1685 -0.19
N -4.1257 -0.8462 -1.5983 -0.43
N -3.3923 0.7817 1.4913 -0.43
O -0.7458 0.2219 1.8470 -0.65
O 0.4250 1.6439 0.1474 -0.34
O 0.5478 -0.8069 -0.2486 -0.24
P -0.5177 0.2706 0.4142 0.55
H 3.1959 2.1674 -0.0657 0.29
H 2.5385 0.5443 0.0603 0.24
H 3.1827 1.0272 -1.6978 0.24
H -1.2116 -3.6834 -0.1852 0.38
H -1.6220 -2.2205 0.5850 0.30
H -1.4566 -2.2502 -1.1903 0.31
H 0.7995 1.5984 -1.8881 0.27
H 1.1459 3.0489 -1.0993 0.32
H 1.0461 -2.6924 -0.5689 0.28
H 0.5973 -2.3072 1.1030 0.29
H -3.3089 1.7929 -0.3384 0.31
H -2.8425 1.5311 1.9968 0.33
H -3.1786 -0.1471 1.8816 0.33
```

Density functional theory data (ωB97M-V with the def2-TZVPD basis set) for one molecule with the formula C3H6O2.

**Charge**: 0
**SMILES**: O=CCCO
**Multiplicity**: 1
**M**: 74.079 g mol⁻¹
**Gap between HOMO and LUMO**: 11.047 eV

Geometry as XYZ:
```
11
Properties=species:S:1:pos:R:3:mulliken_charge:R:1
O 1.2872 1.4146 0.4147 -0.55
C 1.0693 0.5220 -0.3881 0.15
C 0.5219 -0.8211 0.0701 -0.43
C -0.9651 -0.4224 0.2577 -0.32
O -1.0631 0.9210 -0.2146 -0.54
H 1.2014 0.6845 -1.4712 0.32
H 0.6619 -1.6096 -0.6766 0.27
H 1.0360 -1.1084 0.9928 0.25
H -1.6303 -1.0462 -0.3507 0.29
H -1.3098 -0.4660 1.2963 0.24
H -0.4813 1.4521 0.3854 0.33
```

Density functional theory data (ωB97M-V with the def2-TZVPD basis set) for C18H29N5O9SW as an isolated structure.

**Expectation value of S²**: 2.01
**Charge**: 0
**Multiplicity**: 3
**M**: 675.363 g mol⁻¹
**Gap between HOMO and LUMO (spin up / spin down)**: 7.695 / 8.112 eV

Geometry as XYZ:
```
63
Properties=species:S:1:pos:R:3:mulliken_charge:R:1
W 7.4417 6.7445 8.9303 2.32
O 11.0292 5.9746 8.8156 -0.67
C 10.1490 6.2798 9.5809 -0.58
O 9.2691 7.2601 9.3413 -0.05
C 10.2183 5.7904 11.0114 0.47
C 11.1534 6.8224 11.7564 -0.05
C 11.9889 6.1801 12.8000 -0.90
C 10.8933 5.8227 13.8652 -0.95
C 9.6742 6.4572 13.2363 -0.26
O 10.2136 7.5663 12.4880 -0.49
C 9.0753 5.6316 12.0533 0.59
C 7.6669 6.0758 11.7760 -0.37
O 6.8929 6.5156 12.6120 -0.63
O 7.2502 5.7177 10.5339 -0.59
H 10.6887 4.8479 10.9670 0.73
H 11.7662 7.4670 11.0573 0.47
H 12.4714 5.2428 12.4425 0.30
H 12.7908 6.8360 13.0847 0.42
H 10.8400 4.7629 14.0302 0.35
H 11.0858 6.2592 14.8409 0.32
H 8.9955 6.7914 13.9909 0.75
H 8.8785 4.5708 12.2555 0.45
C 8.9241 6.0718 3.5086 -1.04
N 9.8676 6.9586 4.1713 0.05
C 10.5962 7.7507 3.2348 -1.00
C 9.2453 7.9421 5.0551 -1.11
C 8.4151 7.1770 6.1136 -0.42
N 7.6266 8.1308 7.0252 0.06
C 6.3336 8.4990 6.3711 -0.99
C 8.3474 9.3679 7.3703 -1.14
H 8.0224 6.5829 3.1928 0.32
H 8.6880 5.2449 4.1139 0.30
H 9.4820 5.6395 2.6849 0.42
H 9.8905 8.4347 2.6914 0.39
H 11.0209 7.2054 2.3976 0.35
H 11.3597 8.3457 3.7598 0.27
H 8.6370 8.6668 4.4468 0.37
H 10.0215 8.5425 5.4919 0.64
H 9.1844 6.7269 6.6854 0.28
H 7.7146 6.4347 5.7045 0.34
H 6.4997 8.8626 5.3435 0.27
H 5.8852 9.2280 7.0335 0.38
H 5.7372 7.6212 6.3629 0.35
H 8.5160 10.1118 6.5315 0.33
H 9.3276 9.1605 7.7892 0.29
H 7.7681 9.8039 8.2180 0.39
O 5.5533 3.7386 8.1870 -0.64
S 6.0611 4.9217 7.5958 1.09
O 5.7979 5.1527 6.1842 -0.68
O 7.5817 5.0795 7.8006 -0.65
O 5.5867 6.2034 8.3365 -0.74
N 4.1637 9.2984 12.8474 -0.46
C 5.4181 9.2490 12.2476 0.55
C 5.6557 8.5024 11.0629 -0.37
N 6.9286 8.4921 10.5325 -0.09
C 7.9169 9.1463 11.2332 -0.06
C 7.6240 9.8401 12.3881 -0.63
N 6.3506 9.9747 12.8606 -0.64
H 3.3772 8.9038 12.3115 0.24
H 4.1271 10.0375 13.4871 0.27
H 4.8719 7.9034 10.5274 0.30
H 8.9494 9.1273 10.7851 0.27
H 8.3438 10.3291 12.9520 0.52
```

Total energy for every record listed, in sequence, given in Ha: -912.93419; -268.33826; -2119.55496.
Energy relative to the best compared isomer or geometry (same formula, charge and spin) for every record listed, in sequence, given in kJ/mol: 209.4; 175.8; 148.6.